Density functional theory data (ωB97M-V/def2-TZVPD) for 4 unconnected molecules or ions with the total composition C9H24BrN3O3.

Relative energy (zero: lowest compared OMol25 entry of this formula, charge and spin) = 20.2 kJ/mol
Max |F| = 0.8 eV/Å
DFT total energy = -90363.248 eV

Geometry as ORCA input:
```
! RIJCOSX wB97M-V def2-TZVPD def2/J DEFGRID3
* xyz 2 1
Br 0.148 0.065 -0.369
O 4.579 -0.841 2.628
O -1.005 -4.399 -3.088
O -4.049 3.486 -0.456
N -2.318 2.214 0.376
N -1.386 -2.770 -1.497
N 3.405 0.046 0.851
C -0.607 -3.371 -2.671
C 3.496 -0.713 2.183
C 2.206 -1.239 2.675
C -1.861 4.394 -0.868
C 3.347 1.525 1.054
C -2.102 -3.796 -0.677
C -2.879 3.443 -0.335
C 0.569 -2.602 -3.136
C -1.882 2.437 1.782
H -0.913 4.380 -0.332
H -2.107 -2.165 -1.909
H 4.301 1.856 1.444
H -3.067 1.515 0.349
H 2.513 1.705 1.726
H -1.552 1.798 -0.192
H -2.640 3.003 2.311
H 1.475 -0.422 2.717
H -1.699 4.197 -1.927
H 2.319 -1.695 3.651
H 0.969 -1.942 -2.368
H 4.237 -0.274 0.346
H -1.423 -4.607 -0.443
H 3.104 1.979 0.098
H -2.474 -3.312 0.220
H 1.307 -3.330 -3.457
H -2.280 5.397 -0.771
H 2.559 -0.250 0.336
H 1.798 -1.963 1.968
H -2.925 -4.180 -1.270
H -1.641 1.471 2.207
H -0.968 3.030 1.756
H -0.817 -2.101 -0.941
H 0.265 -1.967 -3.971
*
```